Below is a structure of composition C23H27BBrF4N5O2Pd, with properties calculated with ωB97M-V/def2-TZVPD.

```
! RIJCOSX wB97M-V def2-TZVPD def2/J DEFGRID3
* xyz 2 1
Pd -1.205 -0.481 0.189
O 1.731 2.002 2.007
C 2.138 1.264 3.063
C 3.101 1.792 3.917
C 3.548 1.045 4.989
C 3.053 -0.238 5.236
C 2.108 -0.771 4.388
C 1.639 -0.028 3.298
C 0.685 -0.634 2.327
O -0.208 0.167 1.795
N 1.829 -1.033 1.174
N 1.810 -0.517 0.062
C 2.914 -0.712 -0.772
C 2.764 -0.701 -2.114
Br 1.077 -0.407 -2.864
C 3.966 -0.944 -2.879
C 4.216 -1.202 -4.209
C 5.605 -1.309 -4.562
C 5.985 -1.558 -5.851
C 4.996 -1.728 -6.825
C 3.630 -1.651 -6.516
C 3.232 -1.389 -5.235
H 0.887 1.629 1.688
H 3.471 2.791 3.729
H 4.288 1.468 5.655
H 3.399 -0.801 6.091
H 1.702 -1.760 4.571
H 0.350 -1.643 2.593
H 2.640 -1.587 1.492
H 3.886 -0.882 -0.313
H 4.854 -0.914 -2.253
H 6.353 -1.180 -3.789
H 7.029 -1.630 -6.117
H 5.292 -1.933 -7.847
H 2.895 -1.803 -7.294
H 2.183 -1.345 -4.999
F -0.239 -2.308 -0.347
B -1.543 -2.816 -0.903
F -1.327 -3.652 -1.919
F -2.123 -1.527 -1.380
F -2.295 -3.241 0.149
C -6.456 0.204 0.964
C -5.498 -0.918 1.301
N -4.134 -0.509 0.967
C -3.708 0.758 0.828
N -2.444 0.986 0.464
C -1.897 2.339 0.471
C -2.968 3.323 0.042
C -4.163 3.165 0.958
N -4.575 1.764 1.030
C -5.920 1.495 1.547
H -7.441 -0.012 1.376
H -6.557 0.305 -0.118
H -5.726 -1.816 0.730
H -5.556 -1.168 2.362
H -3.454 -1.243 0.845
H -1.052 2.367 -0.218
H -1.525 2.596 1.468
H -3.260 3.125 -0.991
H -2.591 4.344 0.100
H -5.012 3.736 0.584
H -3.933 3.535 1.962
H -6.547 2.338 1.263
H -5.898 1.451 2.640
*
```

As for the HOMO-LUMO gap: 4.5 eV. Its total energy is -4442.69032 hartree. The HOMO energy comes out at -13.5 eV. The calculation puts the relative energy (zero: lowest compared OMol25 entry of this formula, charge and spin) at 0.0 kcal/mol.

Below is a structure of composition CHMnO3 in a non-equilibrium geometry, with properties calculated with ωB97M-V/def2-TZVPD.

```
! RIJCOSX wB97M-V def2-TZVPD def2/J DEFGRID3
* xyz 0 7
O 0.338 0.691 0.013
C -0.718 -0.020 -0.035
O -1.883 0.348 0.059
Mn 2.045 -0.128 0.058
O -0.411 -1.346 -0.065
H -1.145 -1.855 0.298
*
```

As for the HOMO-LUMO gap (spin up / spin down): 7.8 / 9.7 eV. Its total energy is -1415.40284 hartree. The HOMO energy (spin up / spin down) comes out at -7.8 / -10.3 eV. The calculation puts the relative energy (zero: lowest compared OMol25 entry of this formula, charge and spin) at 0.3 kcal/mol.